This record from the OMol25 dataset describes a structure of composition C27H19Br2F6HgN4O8S2 in a non-equilibrium geometry. The level of theory is ωB97M-V with the def2-TZVPD basis set.

The expectation value of S² is 0.767. For the energy relative to the best compared isomer or geometry (same formula, charge and spin), the calculation gives 0.00 kJ/mol. As for the gap between HOMO and LUMO (spin up / spin down): 0.08957 / 0.23355 Eh. Its LUMO energy (spin up / spin down) is 3.80 / 3.80 eV. The total charge is -2. The molar mass is 1066.0 g/mol. The value obtained for the highest occupied orbital energy (spin up / spin down) is 1.37 / -2.55 eV. The multiplicity is 2. The total energy comes out at -8558.27574 Eh.

Structure (XYZ):
```
69
C27H19Br2F6HgN4O8S2 (ωB97M-V with the def2-TZVPD basis set)
Hg 0.5109 -0.0786 0.0451
Br 0.3468 -4.1941 -3.5386
C 1.2656 -3.9772 -1.9779
C 2.1709 -4.9910 -1.6739
C 3.0002 -4.8894 -0.5615
Br 4.2224 -6.2329 -0.2701
C 2.9992 -3.7652 0.3075
C 3.7748 -3.6386 1.4464
C 3.5026 -2.6597 2.3711
C 2.4384 -1.7988 2.2072
N 1.6839 -1.8316 1.0633
C 1.9801 -2.7932 0.1278
C 1.1682 -2.8103 -1.1425
O 0.4345 -1.8364 -1.4475
H 2.2217 -5.8686 -2.3285
H 4.6177 -4.2985 1.5632
H 4.1080 -2.6212 3.2724
H 2.1546 -1.1019 2.9643
F -3.5749 1.9927 2.8875
C -2.4136 2.4363 3.4036
F -2.5867 2.6630 4.7137
F -2.1704 3.6366 2.8083
S -0.9082 1.2653 3.1035
O -0.9415 0.8812 1.6626
O 0.2477 1.9537 3.6073
N -1.3255 0.1540 4.1189
S -1.4179 -1.4242 4.1700
O -1.0743 -2.1516 2.9771
O -0.9401 -1.8389 5.4710
C -3.3132 -1.6295 4.1819
F -3.8335 -1.3731 2.8972
F -3.5883 -2.9141 4.4654
F -3.9263 -0.7937 5.0419
O -1.7085 -1.4177 0.4040
C -2.8876 -1.7301 -0.2859
C -3.9664 -0.6491 -0.1240
C -3.5503 0.8298 -0.2539
C -3.1127 1.1728 -1.6745
C -3.7762 2.0998 -2.4576
C -3.4253 2.3007 -3.7760
C -2.2508 1.7260 -4.2781
C -1.6762 0.7703 -3.4649
N -2.0793 0.5182 -2.1984
H -1.6713 -1.8002 1.3059
H -3.3353 -2.7071 0.0120
H -2.5796 -1.8388 -1.3327
H -4.5009 -0.8102 0.8193
H -4.6346 -0.9008 -0.9823
H -2.8380 1.1646 0.5171
H -4.4689 1.4682 -0.1244
H -4.5577 2.6863 -2.0237
H -4.0655 3.0086 -4.3519
H -1.8150 2.0574 -5.2398
H -0.8422 0.1367 -3.8217
O 0.3156 3.2726 -1.3699
C 1.3832 2.6958 -1.5365
N 1.6190 1.3182 -1.3210
C 2.9585 1.0709 -1.6110
O 3.4566 -0.0448 -1.6426
C 3.6932 2.3591 -1.7513
C 5.0387 2.7101 -1.7535
C 5.3593 4.0807 -1.7422
C 4.3547 5.0483 -1.7462
C 3.0105 4.6662 -1.6672
C 2.7056 3.3402 -1.7414
H 5.7841 1.9139 -1.6820
H 6.4101 4.4835 -1.6181
H 4.6205 6.1446 -1.7417
H 2.1989 5.3847 -1.6815
```

=====

This record from the OMol25 dataset describes a structure of composition C27H19Br2FeN6. The level of theory is ωB97M-V with the def2-TZVPD basis set.

For the energy relative to the best compared isomer or geometry (same formula, charge and spin), the calculation gives 0.67 kJ/mol. As for the gap between HOMO and LUMO (spin up / spin down): 0.20509 / 0.20770 Eh. Its LUMO energy (spin up / spin down) is -3.98 / -3.95 eV. The total charge is +1. The molar mass is 643.1 g/mol. The value obtained for the highest occupied orbital energy (spin up / spin down) is -9.56 / -9.60 eV. The total energy comes out at -7780.37683 Eh.

Structure (XYZ):
```
55
C27H19Br2FeN6 (ωB97M-V with the def2-TZVPD basis set)
Fe -0.1109 0.1377 0.3925
C 4.7484 2.8837 0.0801
C 3.5388 2.8531 -0.5976
C 2.5016 2.0554 -0.1473
C 2.6262 1.2693 1.0116
C 3.8656 1.2852 1.6663
C 4.9001 2.0831 1.2012
N 1.5381 0.4812 1.3770
C 1.6101 -0.5420 2.3019
C 2.1937 -0.5379 3.5790
C 2.2206 -1.6988 4.3260
C 1.6888 -2.9089 3.8594
C 1.0951 -2.9529 2.6192
C 1.0297 -1.7733 1.8830
N 0.5036 -1.6115 0.6132
N 0.5534 -2.4722 -0.2995
C 0.2734 -1.8442 -1.5263
C 0.2354 -2.5802 -2.7010
C 0.0434 -1.8993 -3.8886
C -0.0963 -0.5160 -3.8673
C -0.0489 0.1417 -2.6543
N 0.1323 -0.5010 -1.4980
H 5.5631 3.5029 -0.2686
H 3.4006 3.4430 -1.4951
H 1.5788 2.0135 -0.7148
H 4.0473 0.6595 2.5259
H 5.8450 2.0692 1.7293
H 2.6001 0.3765 3.9861
H 2.6672 -1.6711 5.3116
H 1.7336 -3.7909 4.4819
H 0.6583 -3.8579 2.2183
H 0.3701 -3.6511 -2.6596
H 0.0118 -2.4379 -4.8258
H -0.2356 0.0491 -4.7773
H -0.1509 1.2180 -2.5913
Br -6.5693 -0.5801 -1.0806
C -4.7646 -0.4338 -0.5984
C -3.9717 -1.5658 -0.4905
C -2.6453 -1.3960 -0.1495
N -2.0986 -0.2030 0.0899
C -2.8763 0.8897 0.0115
C -4.2142 0.8111 -0.3412
C -2.2023 2.1557 0.3763
C -2.8828 3.3497 0.5358
C -2.1812 4.4573 0.9885
Br -3.0639 6.0964 1.2088
C -0.8389 4.3310 1.2979
C -0.2351 3.1028 1.1054
N -0.8827 2.0388 0.6256
H -4.3695 -2.5538 -0.6683
H -1.9923 -2.2544 -0.0607
H -4.8278 1.6955 -0.4178
H -3.9404 3.4293 0.3377
H -0.2658 5.1625 1.6806
H 0.8088 2.9614 1.3414
```

=====

This record from the OMol25 dataset describes a structure of composition C27H19Cl2N4OSY in a non-equilibrium geometry. The level of theory is ωB97M-V with the def2-TZVPD basis set.

For the energy relative to the best compared isomer or geometry (same formula, charge and spin), the calculation gives 768.04 kJ/mol. As for the gap between HOMO and LUMO: 0.24934 Eh. Its LUMO energy is -0.24 eV. The total charge is 0. The molar mass is 607.4 g/mol. The value obtained for the highest occupied orbital energy is -7.03 eV. The total energy comes out at -2691.08294 Eh.

Structure (XYZ):
```
55
C27H19Cl2N4OSY (ωB97M-V with the def2-TZVPD basis set)
Y 0.0484 0.1756 1.3996
C 2.6160 -6.1259 -1.2598
C 1.2479 -6.1116 -1.4921
C 0.4523 -5.1042 -0.9625
C 1.0935 -4.1365 -0.2215
C 2.4406 -4.1228 0.0556
C 3.2130 -5.1379 -0.4873
N 1.1074 -1.5435 0.5849
N -1.0644 -2.8126 -0.4016
C -1.9799 -1.8144 -0.3894
C -3.2200 -2.1017 -1.0031
C -4.1661 -1.1240 -1.1249
C -3.9001 0.1636 -0.6375
C -2.6902 0.3766 -0.0444
N -1.7340 -0.5799 0.0867
H 3.2219 -6.9164 -1.6816
H 0.7916 -6.8887 -2.0903
H -0.6125 -5.0610 -1.1288
H 2.8597 -3.3290 0.6615
H 4.2787 -5.1574 -0.3059
H -3.3837 -3.1076 -1.3616
H -5.1175 -1.3445 -1.5906
H -4.6186 0.9651 -0.7168
H -2.4217 1.3548 0.3496
C -0.5483 11.7281 -0.1503
C -0.4009 10.2341 -0.0033
O -0.7500 9.4453 -0.8359
S 0.3509 9.7702 1.5519
C 0.2992 8.0034 1.4417
C -0.6163 7.2961 2.2103
C -0.6422 5.9131 2.1561
C 0.2404 5.2190 1.3258
C 1.1525 5.9432 0.5537
C 1.1857 7.3240 0.6151
C 0.2152 3.7864 1.2767
C 0.2046 2.5662 1.2334
H -0.1392 12.0261 -1.1146
H -0.0532 12.2742 0.6503
H -1.6123 11.9662 -0.1447
H -1.3059 7.8302 2.8505
H -1.3471 5.3570 2.7592
H 1.8375 5.4088 -0.0905
H 1.8966 7.8801 0.0186
Cl 0.4022 -2.0648 5.9227
C -0.0642 -2.9953 4.5388
C -0.5247 -4.2567 4.7015
C -0.9212 -5.0501 3.5831
C -0.7360 -4.5622 2.3308
C -0.1984 -3.2654 2.1690
Cl 0.2018 -2.7270 0.5826
C -0.0757 -2.2775 3.2440
N -0.0960 -1.0019 3.1550
H -0.5995 -4.6604 5.7027
H -1.3329 -6.0380 3.7291
H -0.9702 -5.1593 1.4576
```

=====

This record from the OMol25 dataset describes a structure of composition C27H19F3N6O5RuS2 in a non-equilibrium geometry. The level of theory is ωB97M-V with the def2-TZVPD basis set.

The expectation value of S² is 8.768. For the energy relative to the best compared isomer or geometry (same formula, charge and spin), the calculation gives 40.15 kJ/mol. As for the gap between HOMO and LUMO (spin up / spin down): 0.26122 / 0.23296 Eh. Its LUMO energy (spin up / spin down) is 2.25 / 1.18 eV. The total charge is -1. The molar mass is 729.7 g/mol. The value obtained for the highest occupied orbital energy (spin up / spin down) is -4.86 / -5.16 eV. The multiplicity is 6. The total energy comes out at -2935.93185 Eh.

Structure (XYZ):
```
63
C27H19F3N6O5RuS2 (ωB97M-V with the def2-TZVPD basis set)
Ru 0.8163 -0.3211 -0.1272
O 0.0325 1.1816 -1.5213
C 0.1152 2.4438 -1.2669
C 0.4464 3.3628 -2.2959
C 0.5096 4.7068 -2.0485
C 0.2293 5.2279 -0.7715
C -0.1207 4.3702 0.2355
C -0.1870 2.9790 0.0241
C -0.5886 2.1362 1.0971
N -0.5460 0.8411 1.0903
N -1.0905 0.2346 2.2098
C -0.9961 -1.0647 2.1273
O -0.5350 -1.7235 1.1255
C -1.3888 -1.8382 3.3439
C -1.7232 -1.1985 4.5360
C -1.9420 -1.9372 5.6877
C -1.8313 -3.3225 5.6657
C -1.5194 -3.9671 4.4768
C -1.2958 -3.2269 3.3250
H 0.6830 2.9464 -3.2661
H 0.7874 5.3839 -2.8476
H 0.3031 6.2913 -0.5865
H -0.3266 4.7488 1.2312
H -0.9789 2.6025 2.0031
H -1.7899 -0.1193 4.5457
H -2.1842 -1.4295 6.6131
H -1.9770 -3.8939 6.5741
H -1.4322 -5.0466 4.4519
H -1.0174 -3.7086 2.3965
F 5.7113 0.7431 -0.7722
C 4.8101 0.8554 0.2079
F 5.3672 1.5699 1.1980
F 4.5587 -0.3686 0.6841
S 3.2636 1.6547 -0.4056
O 3.6630 2.9917 -0.7338
O 2.8664 0.7921 -1.4999
O 2.3612 1.5188 0.7478
N 1.8139 1.1091 6.4030
C 1.9054 0.3636 5.5328
C 2.0319 -0.5746 4.4541
C 2.3121 -1.9140 4.7047
C 2.4195 -2.7708 3.6276
C 2.2174 -2.2739 2.3492
N 1.9346 -0.9945 2.1104
C 1.8590 -0.1566 3.1356
H 2.4326 -2.2610 5.7223
H 2.6377 -3.8204 3.7663
H 2.2845 -2.9119 1.4762
H 1.6498 0.8807 2.9085
N 2.6041 -2.8642 -1.0295
C 1.9589 -1.9366 -0.7763
S -0.7316 -1.5349 -2.3847
C -2.1635 -1.8987 -1.5873
N -2.1671 -2.8280 -0.5871
C -3.2536 -3.1738 0.1355
C -4.4651 -2.6252 -0.1363
C -4.5395 -1.6567 -1.1635
C -3.4245 -1.3005 -1.8626
H -1.2462 -3.1315 -0.2927
H -3.0949 -3.9009 0.9186
H -5.3340 -2.9155 0.4341
H -5.4875 -1.1831 -1.3856
H -3.4528 -0.5434 -2.6316
```

=====

- Look up the total charge of the first one.
  -2